No. 1
25
Properties=species:S:1:pos:R:3:lowdin_charge:R:1 method="wB97M-V/def2-TZVPD" e_lumo_ev=0.62 smiles=O[C@H](c1ccccc1)c1ccncc1 spin_multiplicity=1
O 0.18783 2.25536 -0.60336 -0.018
C 0.05402 0.91213 -0.91302 -0.326
C -1.24723 0.25200 -0.42381 -0.170
C -1.63469 0.69505 0.84837 -0.051
C -2.74060 0.17683 1.47346 -0.108
C -3.59684 -0.69942 0.82502 -0.064
C -3.28077 -1.05038 -0.57951 -0.040
C -2.02298 -0.66067 -1.15905 -0.026
C 1.20269 0.17617 -0.36188 -0.179
C 2.21971 0.92403 0.24142 0.011
C 3.39207 0.29946 0.61078 -0.138
N 3.54542 -1.01654 0.63540 0.070
C 2.59847 -1.71019 0.03672 -0.167
C 1.49732 -1.13707 -0.47792 -0.055
H -0.57990 2.75659 -0.76405 0.093
H 0.16710 0.81102 -1.97481 0.153
H -0.99040 1.45656 1.38191 0.143
H -2.93302 0.54598 2.51130 0.118
H -4.46508 -1.17815 1.16655 0.074
H -4.16054 -1.49031 -1.08304 0.097
H -1.54195 -1.03122 -2.07922 0.114
H 1.83590 2.00929 0.52016 0.160
H 4.18106 0.79896 1.04731 0.080
H 2.69328 -2.75422 -0.27032 0.114
H 0.82580 -1.91920 -0.80025 0.115

No. 2
26
Properties=species:S:1:pos:R:3:lowdin_charge:R:1 method="wB97M-V/def2-TZVPD" e_lumo_ev=0.69 smiles=COc1ccc(Oc2cccnc2)cc1 spin_multiplicity=1
C 4.70614 0.30073 -0.51745 -0.070
O 3.76234 0.54859 0.54415 -0.095
C 2.56197 -0.02910 0.35856 -0.281
C 2.03452 -0.50412 -0.83868 -0.035
C 0.77088 -0.97878 -0.94984 -0.027
C -0.02502 -0.89903 0.11428 -0.257
O -1.31477 -1.40132 0.27489 0.019
C -2.30997 -0.58302 -0.05103 -0.303
C -2.21303 0.72094 -0.42848 0.001
C -3.38064 1.52581 -0.31596 -0.046
C -4.59904 0.91166 0.01753 -0.168
N -4.75684 -0.42535 0.20797 0.050
C -3.58067 -1.16587 0.18207 -0.037
C 0.42840 -0.37888 1.39928 0.018
C 1.64912 0.16453 1.44288 -0.004
H 4.90818 -0.77505 -0.59765 0.095
H 4.40025 0.78134 -1.46219 0.094
H 5.67387 0.77715 -0.08719 0.122
H 2.68836 -0.64558 -1.63081 0.082
H 0.52103 -1.43273 -1.91831 0.145
H -1.25539 1.20073 -0.67031 0.126
H -3.38404 2.57195 -0.39622 0.080
H -5.47213 1.51164 0.18685 0.088
H -3.75427 -2.20919 0.59132 0.135
H -0.23455 -0.23535 2.21578 0.119
H 2.17528 0.64830 2.32858 0.147

No. 3
37
Properties=species:S:1:pos:R:3:lowdin_charge:R:1 method="wB97M-V/def2-TZVPD" e_lumo_ev="-7.27 / -7.09" total_charge=+1 spin_multiplicity=2
Pt 0.41989 -1.87099 -1.28285 1.417
C -3.40241 -1.44549 0.52665 -0.003
C -2.61131 -2.12719 -0.38935 -0.078
N -1.42811 -1.51949 -0.49105 -0.137
N -1.43241 -0.46779 0.35315 0.020
C -2.61291 -0.40099 0.97335 -0.017
B -0.15701 0.40241 0.42005 -0.743
N -0.06391 1.16671 -0.91835 0.004
C -0.14601 2.46381 -1.26135 -0.033
C 0.08419 2.56381 -2.61735 -0.025
C 0.30579 1.25191 -3.04325 -0.100
N 0.20819 0.43121 -2.01035 -0.012
N 0.99619 -0.57199 0.34355 0.110
C 2.14309 -0.53259 0.90585 -0.110
C 3.27789 -1.22259 0.46495 0.081
C 3.25249 -1.98119 -0.73145 -0.183
N 2.24569 -2.19849 -1.47505 -0.003
N -0.09111 1.29461 1.63755 0.001
C -0.94301 2.28361 2.00105 -0.094
C -0.45901 2.87101 3.14665 -0.037
C 0.71829 2.16901 3.43235 -0.109
N 0.90779 1.24151 2.51985 0.026
H -4.40351 -1.68169 0.81905 0.112
H -2.86401 -2.99319 -0.96965 0.121
H -2.82931 0.36171 1.69195 0.126
H -0.35491 3.22371 -0.53525 0.124
H 0.08209 3.44861 -3.21855 0.106
H 0.49869 0.88451 -4.03265 0.119
H 2.18109 0.14641 1.79615 0.119
H 4.20279 -1.14649 1.00985 0.129
H 4.20849 -2.40549 -1.05315 0.143
H -1.81871 2.50691 1.42715 0.122
H -0.87481 3.68541 3.70105 0.100
H 1.40139 2.29171 4.24695 0.112
F 0.73539 -4.63739 -2.44545 0.193
B -0.07951 -3.63079 -2.24385 -0.769
F -1.29761 -3.85489 -2.69835 0.171

No. 4
37
Properties=species:S:1:pos:R:3:lowdin_charge:R:1 method="wB97M-V/def2-TZVPD" e_lumo_ev=0.49 smiles="C#CCCC[C@@H]1[C@@H](C(F)(F)F)[C@@H](S(=O)(=O)C(F)(F)C(F)(F)F)O[C@@H]1S" spin_multiplicity=1
C 2.23678 -2.19340 1.92300 0.115
C 2.89561 -1.65772 1.08670 -0.155
C 3.64293 -1.02771 -0.00212 -0.186
C 2.91439 -1.01781 -1.36613 -0.172
C 1.40741 -0.81309 -1.31692 -0.159
C 1.00340 0.63680 -0.97363 -0.246
C 0.54116 0.75267 0.49476 -0.090
C 0.77301 2.12686 1.10248 -0.566
F 1.99794 2.57788 0.73268 0.132
F 0.76993 2.09072 2.44534 0.149
F -0.12150 3.05321 0.70604 0.147
C -0.91466 0.18458 0.33250 -0.301
S -2.25582 1.02802 1.23477 0.799
O -1.85377 1.30252 2.58020 -0.243
O -2.85222 2.04307 0.42401 -0.242
C -3.54849 -0.32437 1.40225 -0.457
F -3.18756 -1.14669 2.40387 0.128
F -4.67684 0.33267 1.73855 0.128
C -3.85859 -1.17391 0.14427 -0.566
F -4.12398 -0.39042 -0.89863 0.188
F -2.82325 -1.97337 -0.15179 0.168
F -4.92216 -1.94257 0.39819 0.183
O -1.24562 0.16480 -1.02003 -0.125
C -0.28754 1.03280 -1.67802 -0.623
S -0.26274 0.84978 -3.44877 0.864
H 1.70228 -2.44555 2.81128 0.039
H 4.58402 -1.56789 -0.11143 0.116
H 3.90971 -0.01646 0.30896 0.117
H 3.12912 -1.95454 -1.87870 0.115
H 3.36305 -0.22825 -1.96894 0.115
H 1.00128 -1.05548 -2.29956 0.087
H 0.94660 -1.51771 -0.62744 0.116
H 1.80880 1.32374 -1.21905 0.151
H 1.10198 0.05402 1.10919 0.127
H -0.91651 -0.82356 0.75149 0.143
H -0.59095 2.05298 -1.44943 0.117
H -1.28718 1.66337 -3.71991 -0.117

No. 5
29
Properties=species:S:1:pos:R:3:lowdin_charge:R:1 method="wB97M-V/def2-TZVPD" e_lumo_ev="3.10 / 1.73" total_charge=-1 spin_multiplicity=2
Hg 0.65540 0.91730 0.35190 0.601
C -3.95180 -1.12870 1.08330 -0.031
C -2.77730 -0.51260 0.36580 -0.342
N -1.58780 -0.98870 0.43790 -0.048
O -1.39690 -2.10410 1.28350 -0.109
C -3.00770 0.63180 -0.48410 -0.351
C -4.41250 0.94010 -0.95360 -0.060
N -2.01810 1.39420 -0.85290 -0.176
O -2.16190 2.37480 -1.63620 -0.209
H -3.59420 -1.76040 1.89440 0.065
H -4.51550 -1.75610 0.39350 0.083
H -4.61240 -0.35860 1.47550 0.073
H -0.44280 -2.24440 1.22610 0.072
H -4.88040 0.06680 -1.40570 0.067
H -4.33190 1.72330 -1.70660 0.056
H -5.05050 1.29960 -0.14420 0.066
C 2.89920 -0.43890 0.29390 -0.218
C 4.10840 -0.29240 0.21550 -0.282
C 5.51370 -0.17640 0.09740 -0.296
C 6.25750 0.50850 1.06620 -0.053
C 7.61180 0.71390 0.89890 -0.111
C 8.26350 0.22870 -0.22450 -0.124
C 7.54840 -0.49720 -1.16430 -0.111
C 6.19320 -0.70200 -1.00730 -0.053
H 5.75370 0.87120 1.95180 0.108
H 8.16840 1.26580 1.64620 0.093
H 9.32320 0.40320 -0.35840 0.088
H 8.06270 -0.90770 -2.02450 0.093
H 5.64210 -1.28070 -1.73530 0.109

No. 6
29
Properties=species:S:1:pos:R:3:lowdin_charge:R:1 method="wB97M-V/def2-TZVPD" e_lumo_ev=0.69 smiles="Cc1cc(NC(=O)CSc2ccccc2)no1" spin_multiplicity=1
C -4.88812 -1.18404 -0.65716 -0.001
C -3.64966 -0.58543 -0.10292 -0.310
C -2.67468 0.19322 -0.65870 0.058
C -1.77649 0.40908 0.41705 -0.300
N -0.60154 1.12784 0.44004 0.140
C -0.02206 1.74181 -0.62411 -0.547
O -0.49467 1.79046 -1.73480 0.081
C 1.30205 2.41219 -0.28897 -0.366
S 2.32422 1.47498 0.89218 0.949
C 2.33372 -0.16458 0.20489 -0.530
C 2.60590 -1.20525 1.08527 -0.116
C 2.63541 -2.50662 0.62348 -0.083
C 2.38676 -2.77626 -0.71277 -0.089
C 2.12216 -1.73539 -1.58543 -0.074
C 2.10115 -0.42607 -1.13630 -0.091
N -2.19397 -0.19338 1.50720 0.101
O -3.35673 -0.81103 1.18811 0.000
H -5.49914 -1.56815 0.15501 0.086
H -5.44809 -0.43872 -1.21691 0.088
H -4.64109 -2.00282 -1.33154 0.088
H -2.58649 0.56328 -1.65617 0.106
H -0.11394 1.12248 1.32875 0.119
H 1.85874 2.60802 -1.20571 0.087
H 1.10869 3.36440 0.20917 0.089
H 2.79064 -0.98265 2.12523 0.101
H 2.84473 -3.31215 1.31109 0.105
H 2.40029 -3.79394 -1.07244 0.101
H 1.93208 -1.93605 -2.62922 0.107
H 1.90141 0.36899 -1.83649 0.102

No. 7
38
Properties=species:S:1:pos:R:3:lowdin_charge:R:1 method="wB97M-V/def2-TZVPD" e_lumo_ev="2.51 / 2.40" total_charge=-1 spin_multiplicity=4
Co 0.40163 -1.23835 -0.24641 0.510
O 0.46799 3.01617 -1.70177 -0.267
As -0.37018 1.76827 -0.71928 0.939
O -1.95394 2.04744 -0.92216 -0.426
O 0.30703 0.36671 -1.39292 -0.515
C 0.62099 1.93879 0.95175 -0.229
C 1.73782 2.76282 0.95081 -0.086
C 2.64212 2.71197 2.00464 -0.076
C 2.45403 1.82218 3.04788 -0.068
C 1.34771 0.98575 3.05686 -0.048
C 0.43672 1.04519 2.01556 -0.281
S -1.08496 0.12646 2.17324 0.489
O -2.12391 1.11783 2.23875 -0.290
O -0.93604 -0.75174 3.30244 -0.296
O -1.16957 -0.63768 0.87301 -0.464
H 1.08966 2.51584 -2.24436 0.031
H 1.89376 3.43789 0.12155 0.095
H 3.50992 3.35963 1.99817 0.101
H 3.16716 1.78060 3.86124 0.105
H 1.17061 0.27623 3.85368 0.114
S -0.76379 -2.68715 -1.74798 0.661
C -1.80681 -1.44213 -2.28722 -0.720
N -2.54742 -0.74904 -1.38819 0.070
C -3.39889 0.23900 -1.72152 -0.094
C -3.61584 0.55089 -3.03028 -0.061
C -2.85848 -0.11735 -4.00232 -0.051
C -1.97703 -1.10422 -3.64055 -0.092
H -2.25439 -0.82198 -0.40970 0.083
H -3.88228 0.74999 -0.90358 0.133
H -4.30094 1.34157 -3.29311 0.107
H -2.95307 0.16374 -5.04360 0.107
H -1.36328 -1.62179 -4.36148 0.101
B 3.32168 -4.20041 1.66214 -0.431
C 2.43974 -3.09917 0.99107 -0.178
N 1.78783 -2.28152 0.49625 0.042
H 2.63065 -4.73471 2.50201 -0.002
H 4.28358 -3.65621 2.16068 -0.006
H 3.65018 -4.98150 0.79468 -0.005

No. 8
28
Properties=species:S:1:pos:R:3:lowdin_charge:R:1 method="wB97M-V/def2-TZVPD" e_lumo_ev=0.46 smiles=OB(O)CCc1cccc2ccccc12 spin_multiplicity=1
O 2.26487 0.05797 -0.26542 0.125
B 1.87472 0.90469 -1.34251 -0.659
O 2.20746 0.45900 -2.60002 0.145
C 1.08271 2.20846 -1.18616 -0.061
C -0.38851 1.89234 -0.84050 -0.164
C -0.67069 1.08007 0.33630 -0.209
C -0.75783 1.65927 1.53085 -0.019
C -0.93499 0.86788 2.73478 -0.066
C -0.99210 -0.47267 2.68522 -0.021
C -0.71681 -1.13921 1.40594 -0.164
C -0.60624 -2.53456 1.29274 -0.040
C -0.50242 -3.16465 0.10377 -0.108
C -0.67755 -2.44206 -1.04895 -0.069
C -0.86293 -1.04221 -0.96432 0.005
C -0.75526 -0.36191 0.28097 -0.133
H 2.79758 -0.70958 -0.58176 0.118
H 2.07911 0.82426 -3.49880 0.122
H 1.46878 2.91140 -0.43350 0.120
H 1.17319 2.65411 -2.16389 0.100
H -0.93238 2.81767 -0.73633 0.112
H -0.84168 1.41740 -1.77526 0.131
H -0.59401 2.70130 1.64441 0.109
H -1.12790 1.42294 3.61987 0.089
H -1.09646 -1.17459 3.56501 0.128
H -0.50940 -3.15765 2.16053 0.108
H -0.35232 -4.22690 -0.00701 0.105
H -0.79981 -2.92517 -2.00528 0.100
H -0.82914 -0.52761 -1.91070 0.096